--- A ---
9
Properties=species:S:1:pos:R:3 method="wB97M-V/def2-TZVPD" charge=0 e_homo_ev=-9.052 gap_ev=7.1188 lumo_energy_ev=-1.93
C 1.2859 1.4141 0.0895
C -0.5845 -1.0647 0.0355
C 2.1832 0.4910 0.2626
C -1.6328 -0.3378 0.0816
N 0.7043 2.3306 -0.3934
N 0.4099 -1.7014 -0.1566
S 2.0381 -1.0587 -0.1975
H -2.2561 -0.0730 -0.7997
H -2.1480 0.0000 1.0779

***

--- B ---
9
Properties=species:S:1:pos:R:3 method="wB97M-V/def2-TZVPD" charge=0 e_homo_ev=-9.115 gap_ev=7.1138 lumo_energy_ev=-2.00
C 1.3312 1.4667 0.0116
C -0.8901 -1.2410 0.0985
C 1.3639 0.1279 -0.0068
C -1.4973 -0.1311 -0.1151
N 1.2629 2.6039 0.2443
N -0.0946 -2.1162 0.2310
S 1.6750 -1.4607 0.0370
H -1.8348 0.1011 -1.1600
H -1.3162 0.6495 0.6596

***

Tell me which of them is the most stable. Sure, it is A.

***

--- A ---
16
Properties=species:S:1:pos:R:3 method="wB97M-V/def2-TZVPD" multiplicity=2 charge=+1 e_homo_ev="-15.023 / -15.189" gap_ev="10.9993 / 7.3192" lumo_energy_ev="-4.02 / -7.87"
C 1.3831 -0.9579 0.9944
C 0.9323 -0.1950 -0.0431
N 0.5887 -0.5993 -1.3007
N 1.6072 -0.3277 2.2405
H 1.4323 -2.1287 0.8639
H 1.0995 0.8740 0.1703
H 1.2028 -1.2701 -1.7172
H -0.4013 -0.6407 -1.4459
H 2.5904 0.0162 2.1199
H 1.6362 -1.1040 2.8767
H -2.5252 -0.2068 -2.7107
H -2.4311 0.5242 -1.4374
O -2.3927 -0.3921 -1.7792
H -2.0218 2.5974 0.8044
H -0.8892 1.8844 0.1963
O -1.8112 1.9261 0.1677

***

--- B ---
16
Properties=species:S:1:pos:R:3 method="wB97M-V/def2-TZVPD" multiplicity=2 charge=+1 e_homo_ev="-15.175 / -15.173" gap_ev="11.0145 / 6.6182" lumo_energy_ev="-4.16 / -8.56"
C 1.6284 -0.0088 -0.0616
N 0.2047 -0.2784 -0.0855
C -0.4346 -0.6806 1.0285
N -1.6013 -1.1964 0.8596
H 1.8525 0.8167 -0.7358
H 1.9098 0.3503 0.9221
H 2.1506 -0.8844 -0.4487
H -0.1819 -0.6900 -0.9591
H 0.0614 -0.5709 1.9862
H -2.1315 -1.4454 1.6916
H 0.0649 2.4197 0.7862
H 0.7338 3.8351 0.4585
O 0.6998 3.0836 1.0456
H -1.5268 -2.3412 -2.1964
H -2.0227 -0.9910 -1.8408
O -1.4070 -1.4182 -2.4504

***

Tell me which of them is the most stable. Sure, it is B.

***

--- A ---
17
Properties=species:S:1:pos:R:3 method="wB97M-V/def2-TZVPD" smiles=CCS.CC charge=0 e_homo_ev=-9.078 gap_ev=10.0115 lumo_energy_ev=0.93
C -1.4552 2.1699 2.4685
C -0.1350 1.4189 2.1456
H -2.0144 1.5868 3.2159
H -2.0625 2.3460 1.5982
H -1.2479 3.1378 2.8475
H -0.3161 0.3416 1.8217
H 0.2527 1.7879 1.1585
H 0.6192 1.4652 2.9294
C 0.4855 -2.6684 -1.9664
C 0.8098 -1.2281 -2.3716
S 0.7106 -0.0907 -0.9225
H -0.4778 -2.7604 -1.5652
H 1.1858 -3.0171 -1.1925
H 0.5961 -3.3721 -2.8300
H 1.8483 -1.2625 -2.6994
H 0.0235 -0.8770 -3.1196
H 1.1775 1.0221 -1.5180

***

--- B ---
17
Properties=species:S:1:pos:R:3 method="wB97M-V/def2-TZVPD" smiles=CCS.CC charge=0 e_homo_ev=-9.012 gap_ev=9.9507 lumo_energy_ev=0.94
C 2.0328 -1.7401 -1.3296
C 2.9390 -0.4738 -1.5124
H 2.6749 -2.6207 -1.1199
H 1.4227 -1.5620 -0.4473
H 1.6009 -2.1861 -2.2369
H 3.3519 -0.3088 -0.5180
H 2.3249 0.4110 -1.6281
H 3.7038 -0.6275 -2.2717
C -3.3162 1.1533 1.2293
C -1.8705 0.9279 1.5484
S -0.7783 0.8597 0.0204
H -3.8701 1.9920 1.7112
H -3.5257 1.4659 0.1943
H -4.0101 0.3269 1.3775
H -1.6732 -0.0003 2.0688
H -1.4495 1.6569 2.2478
H 0.4428 0.7258 0.6663

***

Tell me which of them is the most stable. Sure, it is A.

***

--- A ---
17
Properties=species:S:1:pos:R:3 method="wB97M-V/def2-TZVPD" multiplicity=2 charge=0 e_homo_ev="-3.193 / -7.679" gap_ev="3.7225 / 8.1959" lumo_energy_ev="0.53 / 0.52"
C -0.2212 -0.4246 0.8977
C 0.1116 -1.7687 0.6566
N -0.6284 -2.7266 1.7567
N 0.1935 0.4569 0.0194
H -1.2149 -0.2376 1.3523
H 0.3827 -2.1438 -0.4163
H -1.3172 -2.2267 2.3994
H -1.1492 -3.4321 1.2770
H 0.2550 -3.1534 2.1540
H 0.8459 0.0339 -0.6871
H 0.4285 1.3774 0.3648
H -0.1479 -0.1014 -3.4551
H 0.9816 0.7563 -3.9864
O 0.4583 0.5524 -3.1829
H -0.4078 4.0818 0.0853
H 1.0488 3.4270 0.3288
O 0.0412 3.2809 0.5361

***

--- B ---
17
Properties=species:S:1:pos:R:3 method="wB97M-V/def2-TZVPD" multiplicity=2 charge=0 e_homo_ev="-4.483 / -8.147" gap_ev="5.2194 / 8.8654" lumo_energy_ev="0.74 / 0.72"
C -0.3483 0.8570 0.6757
N -0.4364 -0.3619 -0.1189
C 0.4234 -1.4064 -0.0093
N 0.3759 -2.4921 -0.7968
H -0.7513 0.8816 1.6753
H -0.8924 1.6719 0.2252
H 0.6575 1.1672 0.6125
H -1.1584 -0.3465 -0.8803
H 1.3655 -1.3629 0.4701
H -0.2032 -3.4057 -0.8332
H 1.2883 -2.7628 -1.2335
H 3.1341 1.8849 1.8852
H 3.4083 1.0017 0.8174
O 2.5877 1.4483 1.1506
H -3.3531 1.4492 -1.8789
H -3.3343 0.7707 -0.5172
O -2.7633 1.0058 -1.2438

***

Tell me which of them is the most stable. Sure, it is B.

***

--- A ---
11
Properties=species:S:1:pos:R:3 method="wB97M-V/def2-TZVPD" smiles="C=NC.O" charge=0 e_homo_ev=-9.487 gap_ev=10.5776 lumo_energy_ev=1.09
C 1.1334 0.0934 -3.2290
C 0.4970 1.3334 -1.3352
N 1.4065 0.8831 -2.0607
H 1.2426 -0.9302 -2.8905
H 1.9360 0.2153 -3.9582
H 0.1748 0.2347 -3.7383
H 0.7129 1.7191 -0.3353
H -0.5948 1.3298 -1.4873
H -2.2604 -2.5466 4.9865
H -2.6677 -1.7187 6.2528
O -2.1951 -1.6910 5.4195

***

--- B ---
11
Properties=species:S:1:pos:R:3 method="wB97M-V/def2-TZVPD" smiles=CNCO charge=0 e_homo_ev=-9.072 gap_ev=9.9295 lumo_energy_ev=0.86
O -1.0114 -0.9203 0.2001
H -1.7891 -1.3171 -0.2405
C 1.4994 -0.1473 0.1446
C -0.8269 0.3299 -0.4428
N 0.4542 0.9362 -0.0146
H 2.4038 0.3532 0.7131
H 0.9685 -0.7977 1.0508
H 1.4229 -0.9557 -0.6288
H -0.7022 0.3187 -1.5112
H -1.6659 0.9108 -0.0413
H 0.2383 1.2018 0.9488

***

Tell me which of them is the most stable. Sure, it is A.

***

--- A ---
14
Properties=species:S:1:pos:R:3 method="wB97M-V/def2-TZVPD" smiles="[H]/N=c1/nnn(C)n1N" charge=0 e_homo_ev=-8.675 gap_ev=8.6590 lumo_energy_ev=-0.02
C 0.9494 -1.8044 -0.1350
C 0.0948 1.6723 0.0240
H 1.8192 -1.9961 -0.6427
H 0.2286 -2.6160 -0.7225
H 0.8983 -2.2077 1.0657
H -1.6796 2.1159 0.4570
H -2.0202 0.4279 -0.6514
H -1.9239 -0.1528 1.1628
N 0.7823 -0.3281 -0.2654
N 1.8251 0.3759 -0.6371
N 1.5919 1.6456 -0.1778
N -0.8079 2.6784 0.1090
N -0.2643 0.3043 0.3370
N -1.4939 -0.1153 0.0764

***

--- B ---
14
Properties=species:S:1:pos:R:3 method="wB97M-V/def2-TZVPD" smiles="N/N=c1/cn[nH]n1N" charge=0 e_homo_ev=-8.221 gap_ev=8.9155 lumo_energy_ev=0.69
C 0.2264 -0.5825 -0.0174
C -1.0325 -1.3310 0.2793
H 3.1948 -0.6854 -0.3005
H 2.2318 0.3735 -0.9846
H -1.2164 -2.3379 0.4848
H -2.0713 0.9601 -1.1305
H 1.4107 1.5918 0.3929
H -0.0533 1.7582 1.4117
N 2.4023 -0.1294 -0.1205
N 1.4058 -1.0614 0.1054
N -2.0355 -0.6155 0.0075
N -1.6250 0.6613 -0.2277
N -0.2101 0.6959 -0.3496
N 0.2540 1.8522 0.3784

***

Tell me which of them is the most stable. Sure, it is B.